Record 1
16
Properties=species:S:1:pos:R:3:forces:R:3:mulliken_charge:R:1 method="wB97M-V/def2-TZVPD" relative_energy_ev=2.8943 multiplicity=2 homo_energy_ev="-13.5 / -15.2" total_charge=+1
C -1.77060 -0.42678 1.53669 0.5 1.1 1.1 -0.978
C -0.79915 -0.25321 0.30600 -3.6 8.3 3.8 0.748
C 0.30065 -0.96866 0.21718 3.8 -6.1 0.3 -0.225
N 0.94251 -1.30404 -0.91537 -0.7 0.6 -0.5 -0.398
N -0.70350 1.12679 -0.11839 -0.7 -3.5 -0.2 -0.259
H -2.72050 -0.94681 1.19566 1.4 0.0 0.6 0.308
H -1.09200 -1.00968 2.41690 -2.5 1.6 -2.3 0.321
H -2.23951 0.67489 1.91693 1.8 -3.0 -0.9 0.294
H 0.66922 -1.63140 1.07417 -1.2 0.9 -1.0 0.282
H 1.03741 -2.32280 -1.05880 0.6 0.9 0.0 0.326
H 0.48858 -0.81254 -1.67808 0.5 -0.7 -0.7 0.262
H -1.04692 1.95881 0.30624 -1.2 -0.2 1.0 0.224
H -0.18097 1.41212 -0.89648 1.2 -0.1 -1.1 0.117
H 3.20214 1.60356 -1.39246 -0.3 -0.5 -0.5 0.324
H 1.64794 1.15843 -1.68486 1.4 0.0 -0.4 0.262
O 2.26470 1.74132 -1.22532 -0.9 0.6 0.7 -0.608


Record 2
8
Properties=species:S:1:pos:R:3:forces:R:3:mulliken_charge:R:1 method="wB97M-V/def2-TZVPD" relative_energy_ev=2.0724 multiplicity=1 homo_energy_ev=-10.5
C 1.17048 -0.14656 -0.68259 -2.8 0.2 1.1 0.873
N -1.37801 0.16860 0.77944 -0.1 0.0 -0.9 1.162
O -2.55607 0.34736 0.80874 -1.2 0.2 0.6 -0.583
O -0.59959 0.13520 1.68253 1.0 0.0 1.4 -0.589
O -0.93353 -0.01397 -0.44631 3.6 -0.4 -2.0 -0.535
F 1.27212 -0.23305 -1.95523 -0.3 0.0 0.5 -0.115
F 1.44848 -1.20944 -0.02392 0.0 0.4 -0.4 -0.106
F 1.57612 0.95186 -0.16265 -0.1 -0.4 -0.3 -0.106


Record 3
5
Properties=species:S:1:pos:R:3:forces:R:3:mulliken_charge:R:1 method="wB97M-V/def2-TZVPD" relative_energy_ev=0.6755 multiplicity=1 homo_energy_ev=-9.1
P 1.13425 -0.49044 -0.14371 -1.5 -2.3 1.0 -0.023
S -1.04585 -0.97448 -0.04618 1.7 -1.0 -0.1 -0.118
Br -2.16346 0.83593 0.15572 -0.2 0.9 0.1 -0.044
H 0.89849 0.45635 -1.06242 0.0 1.8 -0.8 0.085
H 1.17657 0.17264 1.09659 0.0 0.6 -0.3 0.101


Record 4
9
Properties=species:S:1:pos:R:3:forces:R:3:mulliken_charge:R:1 method="wB97M-V/def2-TZVPD" relative_energy_ev=0.3049 multiplicity=1 homo_energy_ev=-10.9
N 1.58846 -0.17215 0.43017 -3.1 1.2 2.7 -0.551
N 0.43251 0.78931 0.19181 0.4 -1.6 0.7 -0.227
O -0.91406 -0.56563 -1.58491 -0.5 0.1 0.8 -0.470
O -1.13607 -1.08432 0.90573 0.2 1.7 -2.4 -0.521
S -0.97385 -0.14087 -0.21465 1.2 -0.4 1.8 1.007
Cl -2.38267 1.30548 0.02291 0.3 -0.3 -0.3 -0.135
H 1.07790 -0.78967 1.12132 1.4 0.8 -0.2 0.333
H 1.55364 -0.75473 -0.34108 0.5 -1.5 -2.4 0.279
H 0.75414 1.41258 -0.53130 -0.4 0.2 -0.5 0.284


Record 5
194
Properties=species:S:1:pos:R:3:forces:R:3:mulliken_charge:R:1 method="wB97M-V/def2-TZVPD" relative_energy_ev=3.8648 multiplicity=1 homo_energy_ev=-21.5 total_charge=+6
Cl 0.04092 1.03809 0.84571 0.1 0.0 0.7 -0.190
O -1.09578 1.59252 0.16426 -0.6 -0.9 -1.6 -0.132
O 0.91309 2.11575 1.08795 2.7 1.7 -0.9 -0.530
O -0.35551 0.64793 2.13959 -1.4 -1.9 2.0 -0.117
O 0.70351 -0.09097 0.19284 -0.8 1.0 -0.5 0.137
C -3.34324 -0.85601 -5.34527 0.2 -1.1 -0.2 -1.651
C -2.45429 -0.15351 -4.31900 -1.7 -0.9 -0.1 1.045
C -1.79821 0.92483 -5.06931 2.7 1.8 0.6 -0.931
N -1.05156 1.98072 -4.20106 -0.2 1.2 1.0 0.334
C 0.12035 1.25566 -3.41138 -1.9 0.4 -0.7 -0.598
C -2.03590 2.72507 -3.23518 1.2 -0.9 -0.2 -1.202
C -1.26197 3.97112 -2.86634 0.0 0.1 0.1 0.732
C -0.74960 4.49758 -4.19914 -0.3 -0.7 -0.4 -0.735
C -0.61131 3.21766 -5.07611 -0.2 0.2 0.3 -0.431
H -2.70882 -1.32515 -6.09728 0.0 0.0 -0.2 0.382
H -4.05474 -0.23592 -5.89057 0.0 0.1 0.4 0.463
H -3.84191 -1.68361 -4.84078 -0.4 0.1 -0.2 0.406
H -1.86559 -0.95461 -3.87201 0.5 0.5 0.0 -0.484
H -3.15017 0.21128 -3.56350 0.3 0.3 0.2 0.079
H -2.50804 1.44584 -5.71180 0.2 0.1 0.1 0.382
H -0.89179 0.65455 -5.61101 -0.7 -0.9 -0.9 0.525
H -0.33243 0.40301 -2.90536 -0.1 0.1 -0.1 0.162
H 0.52161 1.87227 -2.60708 0.1 0.3 -0.6 0.010
H 0.82595 0.88746 -4.15614 0.1 0.4 0.2 0.388
H -2.23908 2.05441 -2.40031 -0.1 0.1 0.0 0.393
H -2.93502 2.94507 -3.81076 0.0 -0.1 0.0 0.443
H -0.43280 3.68829 -2.21780 -0.2 0.2 0.4 -0.829
H -1.92064 4.72004 -2.42659 0.2 -0.2 0.4 0.878
H 0.22448 4.98672 -4.19620 -0.2 0.2 0.4 0.274
H -1.50249 5.20087 -4.55499 0.2 -0.1 -0.5 0.356
H 0.42599 3.23561 -5.41045 -0.2 -1.1 -0.2 0.349
H -1.30514 3.19842 -5.91655 0.3 0.1 0.0 0.314
C -7.27229 -0.61738 2.89025 -3.9 -1.7 -1.3 -1.604
C -6.16341 0.12355 2.36951 2.8 1.5 0.2 0.468
C -6.47816 1.61292 2.05106 2.6 -1.2 0.0 -0.608
N -5.11981 2.29556 1.54238 1.5 -1.4 -0.4 0.331
C -4.73537 1.71100 0.09757 -1.3 1.2 1.2 -1.221
C -5.21907 3.80305 1.45727 -1.8 -1.0 0.2 -0.809
C -3.86854 4.41180 1.56711 0.4 0.2 -0.8 -0.458
C -3.03001 3.41969 2.36356 -0.4 -0.1 0.2 0.398
C -3.89099 2.11831 2.47717 0.7 0.4 -0.5 -0.556
H -7.47038 -0.61235 3.96209 0.1 0.0 -0.3 0.368
H -7.36651 -1.59832 2.42445 0.8 -0.7 0.9 0.379
H -8.16026 -0.31677 2.33414 -0.7 0.8 0.6 0.422
H -5.65147 -0.32373 1.51748 -0.4 -0.2 -0.3 0.339
H -5.46124 -0.02527 3.18984 0.8 1.0 -0.1 -0.103
H -6.78469 2.11903 2.96648 -0.2 0.3 -0.4 0.359
H -7.16967 1.60975 1.20850 -0.1 0.6 0.3 0.386
H -4.35389 0.69059 0.06075 -0.1 0.2 0.6 0.294
H -4.02331 2.37947 -0.38639 0.0 0.1 0.4 0.407
H -5.69572 1.78669 -0.41245 0.2 -0.2 -0.3 0.433
H -5.73203 3.96106 0.50859 -0.3 0.7 0.4 0.426
H -5.82056 3.99395 2.34601 -0.3 0.7 -0.3 0.463
H -3.52023 4.57996 0.54804 0.5 0.1 0.1 -0.015
H -3.90380 5.37811 2.07022 -0.2 0.0 -0.2 0.639
H -2.04383 3.25847 1.92818 -0.2 -0.2 0.0 -0.816
H -2.88956 3.87137 3.34559 0.1 -0.4 0.1 0.596
H -3.31861 1.27291 2.09537 -0.2 -0.1 0.3 0.207
H -4.13053 2.00314 3.53427 -0.7 -0.3 -0.3 0.423
C -4.35602 -3.53024 7.63157 -0.6 0.5 -1.0 -1.297
C -4.15957 -3.64391 6.10777 0.2 -0.7 -0.1 -0.561
C -2.93706 -2.82869 5.70397 -0.4 1.4 -1.7 -0.808
N -2.54628 -2.87281 4.19958 0.0 -1.5 -0.9 0.630
C -3.71375 -2.40628 3.35904 0.5 0.0 -0.1 -1.857
C -2.03145 -4.29512 3.73642 0.5 1.5 -0.4 -0.767
C -1.27852 -3.91904 2.43601 1.2 -1.7 1.3 -0.855
C -0.59408 -2.59983 2.67563 -1.4 2.0 0.0 0.319
C -1.36099 -1.91078 3.82799 -0.5 -1.7 0.9 -0.394
H -3.57800 -4.07042 8.17101 -0.3 0.2 0.2 0.363
H -5.37760 -3.81012 7.88874 0.3 -0.7 0.1 0.391
H -4.41022 -2.46062 7.83421 0.6 0.1 0.5 0.352
H -5.10273 -3.42198 5.60847 0.2 0.8 -0.1 0.368
H -4.00382 -4.67184 5.78032 0.3 -0.3 0.4 0.344
H -2.05654 -3.01169 6.31985 0.0 -0.3 -0.2 0.402
H -3.11421 -1.75398 5.66283 -0.4 0.2 1.3 0.419
H -3.38593 -2.19129 2.34198 0.2 -0.7 -0.2 0.473
H -4.00471 -1.39856 3.65561 -0.3 -0.3 0.8 0.714
H -4.51824 -3.14127 3.38529 0.0 0.3 0.0 0.420
H -2.71892 -5.13379 3.62634 -0.8 0.8 -0.1 0.432
H -1.39683 -4.63561 4.55460 0.4 0.3 -0.1 0.434
H -1.88434 -4.00087 1.53357 0.0 0.1 0.2 0.320
H -0.40442 -4.56809 2.38328 -0.5 -0.8 -0.6 0.537
H -0.69474 -1.99022 1.77766 0.5 0.2 0.1 -0.439
H 0.44661 -2.63573 2.99774 -0.1 -0.4 -0.4 0.375
H -1.80987 -0.93790 3.62775 0.4 0.0 0.2 0.240
H -0.70928 -1.96280 4.70016 -0.3 0.6 0.1 0.225
C -0.35471 -2.63851 -2.07194 1.1 0.1 0.1 -1.328
C -0.03566 -3.95807 -2.71446 -0.6 -0.8 -1.2 1.087
C -0.93608 -4.08407 -3.96053 -1.8 -1.6 1.0 -1.299
N -1.20291 -5.53155 -4.47341 1.8 -1.2 -1.6 0.432
C 0.16899 -6.15779 -4.78500 -0.4 0.7 -0.5 -1.153
C -2.07472 -5.72579 -5.79828 -1.0 -0.6 2.0 -0.590
C -2.77951 -7.14435 -5.56583 1.2 0.8 -0.4 -0.672
C -2.96455 -7.28809 -4.04436 -1.4 0.1 -1.4 -0.792
C -1.90273 -6.45967 -3.45053 1.4 1.9 1.7 -0.362
H 0.35588 -2.54218 -1.25103 -0.4 0.4 0.3 0.032
H -1.38814 -2.58892 -1.72895 0.1 0.2 0.0 0.989
H -0.10563 -1.84756 -2.77937 -0.3 0.3 0.1 0.006
H -0.28090 -4.73179 -1.98692 0.2 -0.3 -0.2 0.494
H 1.00452 -4.03084 -3.03196 0.1 0.0 0.4 -0.557
H -0.67464 -3.37396 -4.74506 0.0 -0.5 -0.3 0.356
H -1.91994 -3.87883 -3.53862 -0.3 0.7 -0.5 0.427
H 0.58851 -5.58861 -5.61454 -0.1 -0.1 -0.1 0.414
H 0.04692 -7.19638 -5.09246 0.0 0.1 0.2 0.463
H 0.87289 -6.04126 -3.96095 -0.4 -0.3 0.2 0.383
H -1.52426 -5.60042 -6.73069 0.3 -0.1 0.4 0.389
H -2.81835 -4.93545 -5.69603 -0.1 0.0 -0.3 0.345
H -2.14312 -7.95814 -5.91344 0.0 0.2 -0.4 0.300
H -3.71378 -7.13830 -6.12727 0.1 -0.2 0.1 0.440
H -3.00682 -8.30803 -3.66220 0.4 0.0 -0.3 0.349
H -3.95144 -6.87798 -3.82997 0.1 0.2 0.3 0.356
H -1.07769 -6.97820 -2.96213 -0.3 -0.2 0.0 0.364
H -2.33559 -5.77222 -2.72380 0.1 -0.1 0.2 0.324
C 5.33102 7.99338 -1.91035 -0.8 -0.9 -0.2 -1.368
C 4.46474 7.36079 -0.76653 0.7 1.1 -0.6 -0.306
C 3.33754 6.49595 -1.28125 -0.3 -1.1 1.3 -0.730
N 2.41827 6.05104 -0.05826 -1.6 0.2 1.3 0.741
C 3.26475 5.49891 1.18506 0.0 0.5 -2.1 -1.287
C 1.52751 7.19078 0.46443 1.0 0.6 0.9 -0.566
C 0.21000 6.61976 0.98693 -0.4 4.1 -0.2 -1.058
C 0.21546 5.22480 0.76814 1.3 -3.9 -1.1 0.957
C 1.25630 5.05748 -0.39394 1.2 0.1 0.3 -1.051
H 4.76072 8.79540 -2.37899 0.4 0.2 0.1 0.364
H 5.51943 7.25947 -2.69391 -0.2 -0.2 -0.1 0.354
H 6.34869 8.26256 -1.62755 -0.4 0.5 0.5 0.373
H 4.04616 8.17275 -0.17186 0.1 0.1 0.2 0.329
H 5.13957 6.77504 -0.14235 -0.2 -0.1 0.1 0.326
H 3.79320 5.59863 -1.69991 -0.3 -0.3 0.1 0.366
H 2.64902 6.89665 -2.02521 0.1 0.4 0.2 0.405
H 3.88295 6.28916 1.61103 -0.2 0.2 -0.4 0.429
H 3.91231 4.77996 0.68319 0.0 -0.3 0.5 0.425
H 2.68492 5.08953 2.01229 -0.5 -0.1 -0.6 0.376
H 2.05806 7.58796 1.32980 0.1 0.7 -0.6 0.359
H 1.31355 7.91623 -0.32046 0.6 0.0 0.1 0.417
H 0.02701 6.99032 1.99555 0.0 -0.3 0.0 0.366
H -0.58441 7.04041 0.37043 0.0 0.4 0.1 0.365
H 0.55387 4.68065 1.64988 -0.5 -0.5 -0.2 -0.347
H -0.76130 4.94094 0.37639 0.1 -0.8 0.4 -0.069
H 1.79871 4.13696 -0.60964 -0.7 -0.5 0.4 0.499
H 0.73677 5.38380 -1.29489 0.5 0.4 -0.2 0.223
C 8.08377 -2.05406 -4.78236 -1.0 0.4 -0.6 -1.337
C 6.76853 -2.76757 -4.55872 -0.7 -1.0 1.9 -0.401
C 6.45436 -3.03732 -3.03965 -1.4 -0.1 0.2 -0.787
N 4.93392 -3.12654 -2.69588 -0.7 -2.1 -1.5 0.191
C 4.22286 -4.03568 -3.78925 -0.9 1.9 1.2 -1.075
C 4.18369 -1.76286 -2.56542 2.0 -0.9 -0.5 -0.912
C 3.04282 -2.03676 -1.70433 -1.9 -0.7 -0.7 0.681
C 3.45416 -3.10543 -0.72608 1.3 -0.7 0.1 -0.094
C 4.72315 -3.86700 -1.32720 -0.3 2.5 -0.2 -0.824
H 8.90367 -2.55610 -4.26872 0.0 0.3 -0.1 0.371
H 7.96381 -1.00036 -4.53052 0.5 0.0 0.3 0.357
H 8.18946 -2.09008 -5.86663 0.7 0.0 0.1 0.383
H 6.83034 -3.74768 -5.03166 -0.1 -0.1 0.0 0.389
H 5.87843 -2.29940 -4.97902 0.3 0.5 -0.3 0.338
H 6.71347 -2.30332 -2.27662 0.9 0.2 -0.5 0.465
H 6.77574 -4.02417 -2.70658 0.5 0.1 -0.2 0.495
H 3.32286 -4.36801 -3.27188 0.2 -0.5 -0.1 0.304
H 4.79535 -4.84904 -4.23515 0.3 0.3 0.6 0.358
H 3.84375 -3.35859 -4.55471 0.4 -0.1 -0.2 0.373
H 3.79169 -1.46477 -3.53783 1.0 0.4 -0.1 0.391
H 4.86810 -1.08908 -2.04993 0.3 0.2 -0.7 0.434
H 2.29665 -2.40329 -2.40931 -0.5 -0.3 0.3 -0.694
H 2.61220 -1.11907 -1.30370 0.1 -0.1 0.4 0.245
H 2.66843 -3.83497 -0.52985 0.0 0.3 0.5 0.420
H 3.82075 -2.55948 0.14320 -0.4 -0.6 0.5 0.073
H 4.67409 -4.95453 -1.38152 -0.2 0.2 -0.6 0.258
H 5.61809 -3.62309 -0.75474 -0.1 0.0 0.1 0.402
C 0.22579 0.41438 6.90401 -0.9 0.3 1.7 -1.285
C 0.81898 0.62012 5.59881 3.0 1.0 -2.7 1.054
C 2.30808 1.05819 5.81002 -0.7 -0.5 -2.3 -0.992
N 3.08217 1.39895 4.45328 1.1 -0.4 0.2 0.359
C 2.63757 2.76916 3.88016 -1.3 -2.3 0.4 -1.616
C 4.60034 1.45998 4.83315 -0.6 0.6 0.2 -0.628
C 5.17929 0.09751 4.44682 0.4 1.4 -0.4 -0.641
C 4.58798 -0.11240 3.08953 -1.4 0.4 0.5 -0.586
C 3.09958 0.22780 3.35025 0.7 0.6 0.2 0.292
H -0.06581 1.36897 7.34200 -0.4 -0.1 0.0 0.420
H 0.98075 0.05360 7.60256 -0.2 -0.5 0.1 0.415
H -0.62911 -0.25904 6.84301 0.0 0.1 0.4 0.234
H 0.42944 1.37253 4.91307 -0.9 0.0 0.4 0.036
H 0.87635 -0.28004 4.98684 -0.2 -0.3 0.1 -0.393
H 2.78756 0.16222 6.20425 0.6 0.6 0.4 0.448
H 2.38670 1.98635 6.37611 0.2 -0.4 0.3 0.349
H 1.58719 2.57792 3.66053 -0.1 0.4 -0.1 0.343
H 3.08076 2.95171 2.90121 0.5 0.1 0.5 0.749
H 2.68629 3.53550 4.65376 0.5 0.0 -0.2 0.496
H 4.91178 2.36460 4.31086 0.8 -0.5 -0.5 0.442
H 4.75162 1.74143 5.87527 -0.4 -0.3 0.2 0.282
H 6.25118 0.16567 4.26102 0.1 -0.3 1.1 0.431
H 4.81056 -0.64155 5.15810 0.7 -0.2 0.1 0.322
H 5.01946 0.63091 2.41914 0.0 -0.3 -0.3 0.372
H 4.71610 -1.13319 2.72947 -0.1 0.1 -0.2 0.343
H 2.70507 0.55940 2.38979 -1.0 0.1 0.6 -0.335
H 2.63440 -0.63884 3.82000 -0.4 0.3 -0.3 0.039


Record 6
13
Properties=species:S:1:pos:R:3:forces:R:3:mulliken_charge:R:1 method="wB97M-V/def2-TZVPD" relative_energy_ev=3.4829 multiplicity=1 homo_energy_ev=-8.9
C -0.92195 1.41734 0.57448 0.7 3.2 -1.0 -0.605
N -0.96047 0.25668 -0.21930 -1.3 -1.9 -0.2 -0.129
Si 2.19433 -0.34234 -0.58570 -0.5 -1.6 -3.7 0.675
Si -1.72643 -1.16605 -0.08130 0.7 1.9 0.0 0.216
Cl 1.61008 -2.26276 -0.29585 -0.4 -1.3 -0.2 -0.266
Cl 2.23788 0.31261 1.17656 0.7 2.0 4.1 -0.130
H -1.37471 2.34113 -0.01064 1.1 -1.6 0.6 0.211
H -1.50405 1.53034 1.47812 -0.1 -0.8 0.7 0.319
H 0.16089 1.68857 0.79019 -1.4 0.0 -0.1 0.107
H 3.43066 -0.54832 -1.30598 0.7 0.4 0.0 -0.186
H 1.19214 0.31493 -1.38702 0.0 0.4 -0.3 -0.097
H -1.82901 -2.04187 -1.25555 0.1 -0.1 0.2 -0.038
H -2.50937 -1.50027 1.12199 -0.1 -0.3 0.0 -0.076


Record 7
12
Properties=species:S:1:pos:R:3:forces:R:3:mulliken_charge:R:1 method="wB97M-V/def2-TZVPD" relative_energy_ev=3.8204 multiplicity=1 homo_energy_ev=-9.4
O 0.54509 0.73539 -2.51657 0.2 -0.2 0.0 -0.576
C 0.62704 -0.00624 -1.50266 0.0 0.0 0.0 0.797
C -0.28414 0.84740 -0.69192 -0.1 0.0 0.2 -0.381
C -0.53531 0.04577 1.19829 0.0 -0.2 0.1 -0.565
C 0.26729 -1.05206 1.07696 -0.1 0.2 0.0 -0.254
O 1.19475 -1.04118 -1.17677 -0.2 0.4 -0.1 -0.633
H 0.10370 1.81479 -0.38572 0.0 -0.2 0.0 0.267
H -1.33102 0.85264 -0.98218 0.2 0.0 0.1 0.267
H -0.17067 0.91447 1.74169 0.0 -0.1 -0.1 0.292
H -1.61580 -0.07580 1.14800 0.2 0.0 0.0 0.293
H -0.12082 -2.01210 0.75412 0.1 0.2 0.0 0.246
H 1.31989 -1.02308 1.33677 -0.2 0.0 0.0 0.247


Number 1: F_max 0.18984 hartree/bohr. Number 2: F_max 0.07928 hartree/bohr. Number 3: F_max 0.05697 hartree/bohr. Number 4: F_max 0.08326 hartree/bohr. Number 5: F_max 0.08758 hartree/bohr. Number 6: F_max 0.09001 hartree/bohr. Number 7: F_max 0.00885 hartree/bohr.